Record 1
17
Properties=species:S:1:pos:R:3:lowdin_charge:R:1 method="wB97M-V/def2-TZVPD" fmax_ev_per_a=3.8 multiplicity=7 total_charge=+1 relative_energy_kcal_mol=1.8 s_squared=12.008 e_tot_ha=-1153.295371
H -1.31926 -1.33344 0.31231 0.122
C 0.94765 -0.36635 -0.85648 -0.025
O 2.93153 -2.12920 0.02929 0.213
O 3.36238 -0.52439 1.58319 -0.212
H 0.62932 1.75611 -1.29000 0.113
H -0.38401 0.54170 -2.20867 0.120
C -1.87636 -0.46136 -0.06868 -0.279
H -1.60296 1.64764 -0.29080 0.125
H -0.53944 0.93358 0.88941 0.094
O -2.97100 -0.17529 0.78089 -0.056
O 1.76304 -0.06395 0.12170 -0.179
C 2.83383 -1.10099 0.60678 -0.616
Sm 2.80160 1.40275 1.94287 1.692
H -3.49408 -0.97154 0.90346 0.094
C 0.11866 0.77995 -1.26108 -0.166
C -0.97740 0.76325 -0.10488 -0.173
H -2.22351 -0.69849 -1.08933 0.134

***

Record 2
18
Properties=species:S:1:pos:R:3:lowdin_charge:R:1 method="wB97M-V/def2-TZVPD" fmax_ev_per_a=3.5 multiplicity=1 total_charge=-1 relative_energy_kcal_mol=29.6 e_tot_ha=-969.032767
O -0.91158 0.82775 -1.18751 -0.039
C 0.75434 -0.66448 -1.30077 -0.069
S 1.93431 0.05914 0.30143 0.568
H -2.50381 0.94635 0.11636 0.051
C 1.52842 -0.12698 1.85116 -0.245
O -0.63894 -2.30513 0.64277 0.031
H -1.22188 2.01377 0.40264 0.078
H 1.42824 -1.07975 2.37170 0.020
O -2.52818 -1.45557 0.09472 -0.012
H 0.88220 0.54513 2.37723 0.005
H 1.10172 0.08728 -1.92910 0.062
H 1.21625 -1.60195 -1.44026 0.078
O 1.86255 1.45937 -0.06253 -0.377
C -1.80805 1.55073 -0.33902 -0.025
C -0.55320 -0.40184 -0.79766 -0.148
C -1.31551 -1.54712 0.00092 -0.726
H -2.35130 2.33079 -0.94389 0.113
O 3.12441 -0.63749 -0.15819 -0.365

***

Record 3
16
Properties=species:S:1:pos:R:3:lowdin_charge:R:1 method="wB97M-V/def2-TZVPD" fmax_ev_per_a=4.0 multiplicity=3 s_squared=2.009 e_tot_ha=-1407.477390
H -2.28235 -2.32364 -0.10200 0.049
C -2.38156 -1.56629 -0.94387 -0.321
S -2.85159 1.56026 -0.27682 0.142
S -0.83807 -0.60206 1.56917 0.607
O 0.47635 0.19260 -1.02599 -0.005
H 1.44901 -1.10760 0.06081 0.169
P -1.76248 -0.00911 -0.24188 0.076
C 1.26577 -0.03486 0.01946 -0.561
C 0.63460 0.47008 1.32104 -0.457
C 3.30046 1.61953 -0.23690 0.165
H -1.76510 -1.94425 -1.81258 0.063
H 4.10483 2.31215 -0.20916 0.033
H 0.38068 1.45646 1.24130 0.049
H 1.08384 0.55690 2.29725 0.085
H -3.24632 -1.34625 -1.43046 -0.018
C 2.43195 0.76605 -0.22936 -0.077

***

Record 4
14
Properties=species:S:1:pos:R:3:lowdin_charge:R:1 method="wB97M-V/def2-TZVPD" fmax_ev_per_a=7.1 multiplicity=1 relative_energy_kcal_mol=91.9 e_tot_ha=-934.092745
H 1.18305 2.15244 0.09575 0.115
H -3.62220 1.22019 -0.34640 -0.197
P -1.82736 -0.06577 0.88078 0.541
C -0.81579 1.40255 0.40873 -0.322
S -3.15854 0.02986 -0.76543 0.355
H -0.15266 -1.88370 1.15763 0.035
H -1.11410 -1.92184 -0.29465 -0.065
H 2.75101 -1.44578 -0.55951 0.066
C 1.05939 0.07626 -0.10766 -0.167
H -1.19691 2.37845 0.40914 0.036
H 3.01113 0.43837 -0.37095 0.071
C 0.50370 1.31898 0.02207 -0.212
C 2.30462 -0.45147 -0.32616 0.013
C -0.70103 -1.33936 0.37396 -0.269

***

Record 5
13
Properties=species:S:1:pos:R:3:lowdin_charge:R:1 method="wB97M-V/def2-TZVPD" fmax_ev_per_a=0.4 multiplicity=1 relative_energy_kcal_mol=92.4 e_tot_ha=-195.144723
H -1.75213 0.80204 -1.05402 0.102
H 1.08602 -0.36941 1.32202 0.100
H 0.36651 1.95281 -0.52412 0.106
C -0.21758 -0.76079 -0.52302 -0.422
H 1.89278 0.04503 -0.22041 0.111
H -0.08651 1.81026 1.19145 0.103
C 0.02530 1.25930 0.25210 -0.168
C 0.93616 0.00933 0.30370 -0.145
H 0.09962 -0.84832 -1.56843 0.135
H -1.83858 0.13126 0.60662 0.107
C -0.14230 -1.86709 0.39323 0.113
C -1.17146 0.40706 -0.21532 -0.162
H 0.67686 -2.51361 0.01035 0.020

***

Record 6
13
Properties=species:S:1:pos:R:3:lowdin_charge:R:1 method="wB97M-V/def2-TZVPD" fmax_ev_per_a=5.1 multiplicity=1 relative_energy_kcal_mol=34.7 smiles="C=CC(=C)C" e_tot_ha=-195.236660
H 0.20376 -1.93246 -1.68566 0.098
C 0.52638 0.86275 0.23330 -0.150
H 0.82742 2.02229 2.04223 0.053
H -2.22522 0.03396 0.41669 0.070
H 1.35516 1.36901 -0.41423 0.134
H 1.59074 -0.64750 -1.70713 0.073
C 0.29534 1.25847 1.50784 0.035
C 0.75324 -1.08803 -1.13540 -0.105
C -1.49170 -0.55186 -0.16191 0.040
H -0.43255 0.81346 1.99778 -0.002
H 1.42241 -1.62432 -0.33075 0.119
C -0.20814 -0.25331 -0.38716 -0.430
H -1.99243 -1.40258 -0.65896 0.064